Entry 1:
{"formula": "C30H38Br2FN3O3ReSi", "method": "ωB97M-V with the def2-TZVPD basis set", "elements": ["Re", "Br", "C", "Br", "H", "H", "C", "C", "C", "C", "C", "C", "C", "F", "C", "C", "C", "O", "C", "C", "N", "C", "C", "O", "O", "H", "H", "H", "H", "H", "H", "H", "H", "H", "H", "H", "N", "C", "C", "C", "C", "N", "C", "C", "H", "H", "H", "H", "C", "Si", "C", "C", "C", "C", "C", "C", "C", "C", "H", "H", "H", "H", "H", "H", "H", "H", "H", "H", "H", "H", "H", "H", "H", "H", "H", "H", "H", "H", "H"], "positions_angstrom": [[1.76, -0.80, 0.60], [4.30, -1.16, 1.14], [3.88, -2.64, 2.33], [1.94, -2.59, 2.44], [4.32, -2.47, 3.32], [4.21, -3.59, 1.90], [-2.75, 2.91, -4.07], [-3.24, 1.48, -3.87], [-4.70, 1.46, -3.43], [-5.19, 0.03, -3.30], [-4.32, -0.70, -2.33], [-4.82, -1.75, -1.59], [-4.01, -2.41, -0.67], [-4.51, -3.43, 0.03], [-2.70, -2.03, -0.46], [-2.18, -0.97, -1.20], [-0.81, -0.55, -0.95], [-0.19, -1.11, 0.02], [-0.30, 0.44, -1.81], [-1.14, 1.02, -2.74], [-2.43, 0.73, -2.89], [-2.98, -0.29, -2.16], [1.14, 0.91, -1.86], [1.46, 1.71, -2.71], [2.00, 0.44, -1.01], [-3.50, 3.45, -4.65], [-1.82, 2.96, -4.62], [-2.64, 3.42, -3.11], [-3.16, 0.94, -4.83], [-5.30, 1.99, -4.17], [-4.81, 1.99, -2.48], [-5.16, -0.47, -4.27], [-6.23, 0.00, -2.96], [-5.85, -2.06, -1.71], [-2.09, -2.54, 0.25], [-0.71, 1.79, -3.38], [3.35, -6.80, -3.98], [3.09, -5.86, -3.38], [2.78, -4.73, -2.59], [1.68, -4.76, -1.72], [1.45, -3.66, -0.92], [2.22, -2.57, -0.95], [3.24, -2.52, -1.80], [3.57, -3.58, -2.63], [1.04, -5.62, -1.67], [0.62, -3.64, -0.23], [3.82, -1.61, -1.81], [4.42, -3.51, -3.29], [0.66, 2.79, 0.70], [1.09, 1.32, 1.86], [-0.59, 0.92, 2.92], [-0.88, 2.20, 3.70], [-1.77, 0.63, 1.99], [-0.42, -0.24, 3.88], [2.75, 1.94, 2.82], [2.43, 3.24, 3.56], [3.83, 2.27, 1.78], [3.22, 0.93, 3.86], [0.51, 3.69, 1.28], [-0.25, 2.63, 0.12], [1.46, 2.99, -0.01], [-0.95, 3.07, 3.06], [-0.15, 2.38, 4.48], [-1.85, 2.08, 4.20], [-1.87, 1.39, 1.22], [-2.69, 0.63, 2.57], [-1.66, -0.34, 1.53], [0.47, -0.14, 4.50], [-0.36, -1.19, 3.35], [-1.28, -0.29, 4.55], [2.05, 4.01, 2.90], [3.36, 3.61, 3.99], [1.73, 3.09, 4.37], [3.63, 3.23, 1.32], [3.92, 1.54, 0.98], [4.80, 2.34, 2.28], [2.55, 0.93, 4.72], [4.21, 1.20, 4.21], [3.27, -0.09, 3.48]], "mulliken_charge": [1.023, 0.031, -0.699, 0.051, 0.518, 0.477, -1.763, 0.490, -0.987, -1.079, 1.034, -0.693, -0.184, -0.333, -0.600, 0.690, 1.507, -0.846, -0.084, -0.674, 0.301, -1.115, 0.371, -0.686, -0.424, 0.435, 0.528, 0.378, 0.152, 0.396, 0.332, 0.346, 0.485, 0.554, 0.686, 0.768, -0.341, -0.297, 0.575, -0.781, -0.289, 0.170, -0.437, -0.702, 0.541, 0.438, 0.568, 0.537, -1.444, 0.522, 2.281, -1.816, -1.864, -1.609, 2.152, -1.907, -1.880, -1.716, 0.546, 0.266, 0.403, 0.378, 0.335, 0.553, 0.361, 0.627, 0.198, 0.231, 0.119, 0.497, 0.367, 0.527, 0.374, 0.418, 0.187, 0.467, 0.353, 0.516, 0.189], "energy_ha": -7171.06124, "gap_ev": [5.35, 5.94], "multiplicity": 2, "de_lowest_ev": 0.023, "homo_ev": [-14.090, -14.119], "charge": 2}

=====

Entry 2:
{"formula": "C20H56BFO22P5", "method": "ωB97M-V with the def2-TZVPD basis set", "elements": ["C", "C", "C", "F", "C", "C", "O", "B", "O", "H", "H", "H", "H", "H", "H", "H", "H", "H", "H", "H", "C", "O", "P", "O", "O", "C", "O", "C", "H", "H", "H", "H", "H", "H", "H", "H", "H", "C", "O", "P", "O", "O", "C", "O", "C", "H", "H", "H", "H", "H", "H", "H", "H", "H", "C", "O", "P", "O", "O", "C", "O", "C", "H", "H", "H", "H", "H", "H", "H", "H", "H", "C", "O", "P", "O", "O", "C", "O", "C", "H", "H", "H", "H", "H", "H", "H", "H", "H", "C", "O", "P", "O", "O", "C", "O", "C", "H", "H", "H", "H", "H", "H", "H", "H", "H"], "positions_angstrom": [[2.21, -2.49, -7.60], [2.72, -1.86, -6.28], [3.79, -0.81, -6.45], [4.43, -0.65, -5.19], [3.28, 0.59, -6.85], [4.29, 1.39, -7.74], [3.55, 1.88, -8.83], [2.42, 0.91, -8.96], [2.06, 0.61, -7.53], [2.57, -1.97, -8.48], [2.53, -3.53, -7.66], [1.13, -2.50, -7.60], [3.16, -2.66, -5.67], [1.88, -1.44, -5.74], [4.59, -1.12, -7.12], [3.21, 1.15, -5.91], [5.16, 0.80, -8.08], [4.71, 2.25, -7.19], [1.55, 1.43, -9.63], [2.91, -0.13, -9.44], [-1.39, -3.43, -2.99], [-0.85, -4.07, -4.15], [0.35, -5.10, -4.03], [0.59, -5.88, -5.24], [0.03, -5.97, -2.72], [-1.05, -6.91, -2.79], [1.55, -4.20, -3.53], [2.81, -4.84, -3.28], [-2.37, -3.84, -2.79], [-0.76, -3.57, -2.11], [-1.48, -2.37, -3.20], [-1.36, -7.09, -3.82], [-1.89, -6.52, -2.22], [-0.71, -7.85, -2.36], [3.00, -5.62, -4.03], [2.82, -5.28, -2.28], [3.58, -4.08, -3.36], [-4.68, -0.54, 2.05], [-4.19, -1.30, 0.95], [-3.02, -2.35, 1.14], [-2.81, -3.21, -0.03], [-3.36, -3.13, 2.49], [-4.43, -4.08, 2.46], [-1.81, -1.44, 1.58], [-0.57, -2.10, 1.91], [-5.67, -0.90, 2.32], [-4.02, -0.60, 2.91], [-4.75, 0.50, 1.74], [-4.71, -4.34, 1.44], [-5.29, -3.67, 2.99], [-4.09, -4.98, 2.98], [-0.39, -2.96, 1.25], [-0.60, -2.44, 2.95], [0.24, -1.38, 1.79], [-1.64, 6.83, -7.34], [-0.32, 7.04, -6.84], [0.90, 6.17, -7.38], [2.20, 6.68, -6.94], [0.70, 6.13, -8.96], [1.00, 7.30, -9.71], [0.50, 4.71, -6.95], [1.34, 3.61, -7.40], [-1.91, 7.67, -7.98], [-1.71, 5.91, -7.92], [-2.32, 6.77, -6.50], [1.59, 8.01, -9.13], [0.08, 7.77, -10.04], [1.58, 7.00, -10.59], [2.39, 3.89, -7.40], [1.05, 3.31, -8.41], [1.19, 2.77, -6.73], [-0.07, 0.69, 7.40], [0.22, 0.14, 6.11], [0.68, 1.06, 4.91], [1.19, 0.32, 3.76], [1.71, 2.11, 5.54], [3.01, 1.64, 5.91], [-0.58, 1.97, 4.64], [-0.47, 2.96, 3.61], [0.73, 0.41, 8.09], [-0.14, 1.78, 7.37], [-1.00, 0.28, 7.76], [3.22, 0.66, 5.47], [3.07, 1.57, 7.00], [3.74, 2.35, 5.55], [0.11, 2.59, 2.77], [0.00, 3.86, 4.02], [-1.47, 3.20, 3.28], [-3.52, 1.86, 12.61], [-2.88, 1.19, 11.51], [-1.64, 0.25, 11.74], [-1.28, -0.55, 10.57], [-1.96, -0.59, 13.05], [-2.95, -1.63, 12.96], [-0.52, 1.25, 12.27], [0.75, 0.69, 12.63], [-4.49, 1.39, 12.78], [-2.92, 1.81, 13.51], [-3.67, 2.90, 12.33], [-3.17, -1.88, 11.92], [-3.86, -1.30, 13.46], [-2.56, -2.51, 13.46], [1.03, -0.11, 11.94], [0.71, 0.31, 13.64], [1.48, 1.48, 12.56]], "mulliken_charge": [-1.175, 0.112, -0.035, -0.452, 0.367, -0.692, -0.685, 1.107, -0.802, 0.351, 0.383, 0.192, -0.144, 0.233, 0.265, 0.252, 0.295, 0.288, -0.347, -0.395, -0.724, -0.381, 1.086, -0.745, -0.336, -0.740, -0.098, -0.831, 0.246, 0.363, 0.424, 0.364, 0.204, 0.268, 0.376, 0.269, 0.270, -0.687, -0.375, 0.761, -0.514, -0.271, -0.730, -0.097, -0.585, 0.250, 0.321, 0.275, 0.343, 0.255, 0.247, 0.300, 0.265, 0.220, -0.656, -0.369, 1.085, -0.729, -0.251, -0.745, -0.316, -0.690, 0.251, 0.327, 0.264, 0.353, 0.245, 0.250, 0.319, 0.256, 0.287, -0.660, -0.282, 1.023, -0.677, -0.340, -0.731, -0.234, -0.704, 0.254, 0.364, 0.281, 0.349, 0.250, 0.261, 0.342, 0.258, 0.247, -0.676, -0.346, 1.126, -0.664, -0.331, -0.710, -0.277, -0.664, 0.262, 0.331, 0.271, 0.348, 0.252, 0.256, 0.324, 0.250, 0.253], "energy_ha": -4282.96618, "gap_ev": 5.41, "de_lowest_ev": 0.265, "homo_ev": -4.155, "charge": -1}

=====

Entry 3:
{"formula": "C41H60O33", "method": "ωB97M-V with the def2-TZVPD basis set", "elements": ["C", "C", "C", "O", "C", "O", "O", "H", "H", "H", "H", "H", "H", "C", "C", "C", "O", "C", "O", "O", "H", "H", "H", "H", "H", "H", "C", "C", "C", "O", "C", "O", "O", "H", "H", "H", "H", "H", "H", "C", "C", "C", "O", "C", "O", "O", "H", "H", "H", "H", "H", "H", "C", "C", "C", "O", "C", "O", "O", "H", "H", "H", "H", "H", "H", "C", "C", "C", "O", "C", "O", "O", "H", "H", "H", "H", "H", "H", "C", "C", "C", "O", "C", "O", "O", "H", "H", "H", "H", "H", "H", "C", "C", "C", "O", "C", "O", "O", "H", "H", "H", "H", "H", "H", "O", "C", "O", "C", "C", "O", "H", "H", "H", "H", "O", "C", "O", "C", "C", "O", "H", "H", "H", "H", "O", "C", "O", "C", "C", "O", "H", "H", "H", "H"], "positions_angstrom": [[-2.74, -3.41, 1.99], [-3.56, -4.65, 2.34], [-5.07, -4.49, 2.11], [-5.47, -5.62, 1.33], [-4.37, -6.35, 1.03], [-4.41, -7.37, 0.44], [-3.25, -5.78, 1.52], [-1.71, -3.58, 2.29], [-3.15, -2.57, 2.56], [-2.86, -3.10, 0.96], [-3.43, -4.98, 3.37], [-5.29, -3.59, 1.54], [-5.58, -4.52, 3.07], [4.10, 2.42, -0.45], [5.18, 2.14, 0.55], [4.68, 1.55, 1.88], [5.55, 0.48, 2.16], [6.20, 0.13, 1.01], [6.80, -0.90, 0.98], [5.88, 0.98, 0.04], [3.18, 1.85, -0.35], [4.41, 2.29, -1.49], [3.85, 3.48, -0.39], [5.85, 2.99, 0.68], [3.64, 1.25, 1.67], [4.54, 2.25, 2.70], [1.00, 5.08, 7.02], [1.76, 4.86, 5.71], [2.84, 3.77, 5.75], [2.48, 2.90, 4.69], [1.25, 3.20, 4.22], [0.75, 2.74, 3.25], [0.75, 4.27, 4.86], [0.07, 5.61, 6.81], [1.47, 5.81, 7.70], [0.81, 4.14, 7.52], [2.12, 5.77, 5.23], [2.90, 3.27, 6.72], [3.82, 4.21, 5.64], [-1.31, -6.98, -1.57], [-0.51, -5.68, -1.66], [-0.22, -5.15, -3.07], [-0.92, -3.91, -3.11], [-1.48, -3.61, -1.96], [-1.95, -2.55, -1.68], [-1.44, -4.71, -1.16], [-0.74, -7.89, -1.72], [-2.26, -6.94, -2.10], [-1.70, -7.06, -0.55], [0.44, -5.73, -1.13], [-0.63, -5.83, -3.81], [0.83, -4.91, -3.25], [-3.26, 3.31, 0.06], [-2.77, 3.10, -1.36], [-3.24, 4.06, -2.48], [-2.11, 4.91, -2.66], [-1.02, 4.39, -2.08], [0.09, 4.81, -2.16], [-1.36, 3.29, -1.38], [-2.78, 2.60, 0.75], [-4.35, 3.35, 0.07], [-2.99, 4.26, 0.54], [-2.93, 2.05, -1.64], [-4.09, 4.65, -2.14], [-3.42, 3.39, -3.32], [-3.91, 0.56, 2.55], [-5.19, 0.10, 3.22], [-6.36, 1.08, 3.10], [-7.41, 0.25, 2.57], [-6.95, -0.98, 2.31], [-7.58, -1.88, 1.84], [-5.65, -1.08, 2.57], [-4.07, 0.82, 1.50], [-3.19, -0.26, 2.60], [-3.51, 1.42, 3.09], [-4.99, 0.06, 4.29], [-6.15, 1.89, 2.39], [-6.73, 1.52, 4.03], [1.78, 4.85, -5.18], [2.05, 3.48, -4.57], [1.98, 2.29, -5.57], [3.31, 1.87, -5.67], [4.00, 2.29, -4.61], [4.96, 1.77, -4.14], [3.36, 3.38, -4.08], [2.68, 5.12, -5.75], [1.78, 5.56, -4.35], [0.95, 4.94, -5.88], [1.24, 3.29, -3.87], [1.55, 2.66, -6.50], [1.29, 1.54, -5.17], [5.72, -2.22, -2.11], [4.33, -1.63, -1.97], [3.32, -2.26, -2.91], [2.24, -2.59, -2.00], [2.62, -2.50, -0.75], [1.92, -2.76, 0.20], [3.86, -1.94, -0.66], [6.07, -2.02, -3.12], [5.68, -3.30, -1.95], [6.39, -1.89, -1.31], [4.50, -0.56, -2.09], [3.69, -3.20, -3.31], [2.92, -1.60, -3.67], [-1.77, 2.97, -6.01], [-2.03, 1.92, -5.52], [-1.29, 0.82, -5.69], [-1.95, -0.30, -5.13], [-2.84, 0.36, -4.08], [-3.02, 1.67, -4.64], [-2.48, -0.96, -5.83], [-1.18, -0.92, -4.67], [-2.22, 0.45, -3.19], [-3.74, -0.15, -3.76], [0.27, 0.84, -2.97], [0.16, 0.43, -1.85], [-0.98, 0.10, -1.28], [-0.80, -0.32, 0.09], [0.61, 0.19, 0.37], [1.14, 0.38, -0.95], [-1.63, 0.14, 0.63], [-0.95, -1.39, 0.20], [1.20, -0.51, 0.96], [0.59, 1.16, 0.89], [-0.06, -0.31, 4.15], [0.94, -0.95, 4.26], [0.97, -2.21, 4.72], [2.23, -2.78, 4.69], [3.11, -1.71, 4.02], [2.13, -0.72, 3.65], [2.56, -2.89, 5.73], [2.24, -3.76, 4.23], [3.58, -2.05, 3.10], [3.85, -1.34, 4.72]], "mulliken_charge": [-1.065, 0.367, -0.192, -0.395, 0.640, -0.544, -0.304, 0.503, 0.152, 0.187, 0.274, 0.133, 0.235, -0.833, 0.440, 0.380, -0.375, 0.602, -0.568, -0.338, -0.272, 0.229, 0.476, 0.341, -0.332, 0.250, -1.360, 0.364, -0.530, -0.229, 0.478, -0.374, -0.355, 0.334, 0.378, 0.348, 0.333, 0.306, 0.298, -1.428, 0.496, -0.312, -0.373, 0.509, -0.400, -0.194, 0.423, 0.339, 0.264, 0.169, 0.346, 0.131, -1.788, 1.556, -0.321, -0.385, 0.323, -0.548, 0.054, 0.240, 0.471, 0.321, -0.321, 0.316, 0.230, -0.821, 0.470, -0.382, -0.396, 0.555, -0.518, -0.186, 0.240, -0.171, 0.463, 0.272, 0.166, 0.318, -1.621, 1.679, -0.027, -0.389, 0.530, -0.525, -0.406, 0.471, 0.333, 0.347, -0.660, 0.350, -0.026, -1.718, 0.994, -0.410, -0.086, 0.430, -0.587, -0.232, 0.391, 0.426, 0.289, -0.071, 0.321, 0.290, -0.568, 0.756, -0.292, -0.346, 1.029, -0.386, 0.233, 0.155, -0.855, 0.469, -0.394, 0.045, -0.612, 1.403, -0.020, 0.226, -0.564, -0.419, 0.012, -0.120, -0.519, 0.482, -0.425, -0.328, -0.094, 0.021, 0.264, 0.300, 0.138, 0.206], "energy_ha": -4081.35945, "smiles": "C[C@H]1COC(=O)O1.C[C@H]1COC(=O)O1.C[C@H]1COC(=O)O1.C[C@H]1COC(=O)O1.C[C@H]1COC(=O)O1.C[C@H]1COC(=O)O1.C[C@H]1COC(=O)O1.C[C@H]1COC(=O)O1.O=C1OCCO1.O=C1OCCO1.O=C1OCCO1", "gap_ev": 10.42, "de_lowest_ev": 0.000, "homo_ev": -10.191}

=====

Entry 4:
{"formula": "C38H55BrIrN4OP", "method": "ωB97M-V with the def2-TZVPD basis set", "elements": ["Ir", "Br", "C", "C", "C", "C", "O", "C", "C", "N", "C", "C", "C", "C", "C", "C", "C", "C", "N", "C", "C", "H", "H", "H", "H", "H", "H", "H", "H", "H", "H", "C", "C", "C", "C", "C", "C", "P", "C", "C", "C", "C", "C", "C", "C", "C", "C", "C", "C", "C", "H", "H", "H", "H", "H", "H", "H", "H", "H", "H", "H", "H", "H", "H", "H", "H", "H", "H", "H", "H", "H", "H", "H", "H", "H", "H", "H", "H", "H", "H", "H", "H", "H", "C", "C", "C", "C", "N", "N", "H", "H", "H", "H", "H", "H", "H", "H", "H", "H", "H", "H"], "positions_angstrom": [[-0.36, 0.21, 0.02], [2.35, -3.38, -5.92], [1.50, -2.24, -4.66], [0.95, -1.03, -5.07], [0.36, -0.21, -4.13], [0.30, -0.55, -2.76], [-0.26, 0.29, -1.96], [0.85, -1.83, -2.34], [0.81, -2.34, -1.02], [0.45, -1.68, 0.07], [0.51, -2.17, 1.34], [0.79, -3.49, 1.72], [0.90, -3.83, 3.06], [0.78, -2.88, 4.06], [0.45, -1.55, 3.73], [0.26, -0.53, 4.69], [-0.11, 0.73, 4.28], [-0.30, 0.98, 2.93], [-0.12, 0.04, 1.99], [0.27, -1.20, 2.37], [1.44, -2.64, -3.33], [0.98, -0.73, -6.11], [-0.07, 0.73, -4.43], [1.14, -3.37, -0.90], [0.89, -4.26, 0.97], [1.08, -4.85, 3.33], [0.91, -3.14, 5.09], [0.41, -0.75, 5.74], [-0.26, 1.52, 4.99], [-0.63, 1.95, 2.59], [1.86, -3.59, -3.04], [-4.76, -3.07, 3.26], [-3.73, -3.75, 2.36], [-3.51, -2.94, 1.07], [-3.68, -1.44, 1.32], [-3.22, -1.12, 2.74], [-4.23, -1.70, 3.73], [-2.88, -0.40, -0.02], [-3.27, -1.16, -1.69], [-2.56, -2.48, -1.99], [-2.55, -2.73, -3.51], [-3.83, -2.19, -4.16], [-4.98, -2.29, -3.17], [-4.77, -1.32, -1.99], [-3.79, 1.23, -0.03], [-5.32, 1.16, 0.14], [-5.77, 1.63, 1.51], [-5.44, 3.11, 1.69], [-4.05, 3.45, 1.12], [-3.18, 2.20, 1.00], [-4.97, -3.70, 4.12], [-5.69, -2.95, 2.71], [-4.09, -4.75, 2.10], [-2.79, -3.87, 2.90], [-4.24, -3.27, 0.33], [-2.51, -3.15, 0.70], [-4.75, -1.17, 1.25], [-3.10, -0.05, 2.91], [-2.24, -1.59, 2.90], [-5.08, -1.02, 3.85], [-3.76, -1.79, 4.71], [-2.85, -0.40, -2.38], [-3.08, -3.30, -1.51], [-1.53, -2.48, -1.61], [-2.47, -3.80, -3.68], [-1.67, -2.26, -3.96], [-4.05, -2.76, -5.06], [-3.70, -1.14, -4.45], [-5.04, -3.32, -2.81], [-5.93, -2.06, -3.65], [-5.30, -1.71, -1.12], [-5.19, -0.35, -2.25], [-3.56, 1.63, -1.03], [-5.69, 0.15, -0.04], [-5.78, 1.80, -0.61], [-5.28, 1.04, 2.29], [-6.84, 1.48, 1.62], [-5.50, 3.38, 2.74], [-6.19, 3.71, 1.16], [-3.56, 4.18, 1.77], [-4.15, 3.91, 0.13], [-3.13, 1.73, 1.98], [-2.17, 2.46, 0.69], [-1.23, 5.65, -0.40], [0.01, 4.81, -0.06], [1.19, 5.26, -0.93], [0.33, 4.97, 1.42], [-0.35, 3.41, -0.36], [0.57, 2.38, -0.08], [-1.06, 6.68, -0.12], [-2.09, 5.29, 0.15], [-1.45, 5.62, -1.46], [1.41, 6.31, -0.75], [0.94, 5.16, -1.99], [2.09, 4.69, -0.72], [0.43, 6.03, 1.65], [1.27, 4.49, 1.71], [-0.48, 4.57, 2.03], [-0.70, 3.31, -1.31], [1.04, 2.61, 0.80], [1.29, 2.28, -0.80]], "nbo_charge": [1.173, 0.241, 0.036, -0.294, -0.145, 0.346, -0.619, -0.058, -0.004, -0.543, 0.099, -0.228, -0.164, -0.198, -0.094, -0.069, -0.275, 0.113, -0.495, 0.215, -0.201, 0.260, 0.243, 0.210, 0.228, 0.242, 0.238, 0.244, 0.252, 0.209, 0.245, -0.408, -0.401, -0.410, -0.514, -0.414, -0.400, 1.068, -0.505, -0.429, -0.387, -0.408, -0.401, -0.411, -0.513, -0.418, -0.395, -0.406, -0.408, -0.428, 0.234, 0.201, 0.231, 0.199, 0.214, 0.206, 0.244, 0.211, 0.202, 0.213, 0.217, 0.234, 0.219, 0.208, 0.220, 0.191, 0.233, 0.193, 0.203, 0.234, 0.207, 0.217, 0.234, 0.215, 0.226, 0.186, 0.234, 0.218, 0.218, 0.218, 0.203, 0.194, 0.233, -0.613, 0.107, -0.635, -0.633, -0.484, -0.629, 0.238, 0.222, 0.216, 0.240, 0.215, 0.202, 0.249, 0.200, 0.214, 0.375, 0.402, 0.384], "energy_ha": -4794.38690, "gap_ev": [5.67, 4.99], "multiplicity": 5, "homo_ev": [-11.266, -13.480], "charge": 2}